(1)
The following is a quantum chemistry calculation of a molecular structure, C34H36BrInN8O4Si, from OMol25.

Element x y z (Å)
In  1.0888  0.4017  -0.3654
Br  -5.7550  -2.3183  -0.9658
Si  1.6518  -3.0013  -0.5459
O  0.0953  2.1936  -1.2385
O  1.9402  1.9328  0.7887
O  3.4875  2.9748  2.0319
O  3.6292  -0.0231  0.0913
N  1.8659  1.1032  -4.5560
N  -5.5843  3.4056  1.1415
N  -1.0103  0.6006  0.6384
N  -4.5343  4.0905  1.1186
N  -1.0969  0.0693  -4.2858
N  -0.5616  -0.3394  -2.1993
N  1.4034  -1.5952  0.4657
N  2.0365  0.6767  -2.4266
C  4.6806  0.3026  2.2611
C  -5.5966  2.0614  0.6440
C  -3.2547  3.5595  0.7804
C  0.7004  -2.8804  2.4526
C  1.2357  0.6228  -3.4688
C  -1.5569  1.8369  0.4238
C  -0.1209  0.1045  -3.3468
C  0.7528  -1.9180  4.6705
C  -6.3012  1.0872  1.3378
C  1.1972  -1.6997  1.8654
C  -2.6894  0.1618  2.2630
C  -5.0969  0.4460  -1.0765
C  3.1438  1.4875  -4.1800
C  2.4341  -4.4304  0.3807
C  -0.8753  2.6780  -0.5444
C  -2.7138  2.2727  1.0943
C  5.3418  1.6485  0.2715
C  3.1324  2.0521  1.3177
C  2.8861  -2.6069  -1.8944
C  4.1874  0.9667  0.9890
C  -1.8825  -0.6709  -2.3878
C  -5.7378  -0.5317  -0.3328
C  -1.5987  -0.2341  1.4793
C  -3.2037  1.4184  2.1069
C  1.4065  -0.6170  2.7415
C  -2.2351  -0.4255  -3.6809
C  0.4949  -2.9857  3.8230
C  -2.4954  4.4013  -0.0083
C  -1.3430  3.9837  -0.6700
C  -5.0281  1.7414  -0.5858
C  0.0668  -3.5916  -1.3590
C  3.2366  1.2159  -2.8543
C  1.1981  -0.7264  4.1100
C  -6.3583  -0.2188  0.8639
H  -0.8097  -3.1590  -0.8606
H  0.5988  -2.0086  5.7404
H  3.9133  -2.6296  -1.5055
H  1.6962  -5.1456  0.7686
H  3.8942  -0.2940  2.7271
H  -6.8829  -0.9849  1.4216
H  -3.9780  1.7726  2.7726
H  -1.1829  -1.2245  1.5708
H  0.1075  -3.9156  4.2270
H  -0.7960  4.6576  -1.3165
H  0.0357  -3.2881  -2.4143
H  1.7106  0.3453  2.3411
H  -4.5189  2.5137  -1.1535
H  2.7244  -1.6198  -2.3297
H  -6.7879  1.3583  2.2709
H  2.8099  -3.3491  -2.7035
H  -2.4967  -1.0517  -1.5802
H  5.5294  -0.3523  2.0338
H  -0.0212  -4.6854  -1.3190
H  -3.1629  -0.5653  -4.2157
H  -3.0903  -0.5230  3.0008
H  -2.8837  5.4038  -0.1683
H  0.4328  -3.7193  1.8168
H  4.9956  1.0674  2.9686
H  3.0948  -4.9725  -0.3095
H  3.0369  -4.0785  1.2289
H  3.8461  1.9166  -4.8766
H  -1.0334  0.3654  -5.2423
H  6.0655  0.8981  -0.0617
H  4.9838  2.2128  -0.5946
H  -4.6461  0.1963  -2.0296
H  1.3874  0.1364  4.7376
H  5.8224  2.3516  0.9471
H  4.0682  1.3361  -2.1788
H  1.4967  1.1724  -5.4842
H  3.3774  -0.8208  0.5909

Cartesian forces (eV/Å) of the 2 atoms listed first:
In -0.181 -0.089 0.107
Br 0.007 0.006 -0.027

The HOMO energy comes out at -7.204 eV. For the total energy, the calculation gives -5110.0061 Ha. Its energy relative to the best compared isomer or geometry (same formula, charge and spin) is 99.95 kJ/mol.

Mulliken atomic charge list, values in e, 6 entries:
1. In 2.23
2. Br -0.18
3. Si 0.63
4. O -0.62
5. O -0.66
6. O -0.72

(2)
The following is a quantum chemistry calculation of 9 unconnected molecules or ions with the total composition C18H54O18, from OMol25.

Element x y z (Å)
O  14.5056  2.4554  2.1163
O  18.6934  3.2321  1.6978
O  23.8133  5.4010  2.6616
O  15.4784  -0.3548  -1.0116
O  20.6077  4.9504  6.6287
O  19.0040  8.5293  0.6507
O  21.7038  5.3239  -3.0544
O  14.5062  5.2297  1.0897
O  21.9623  6.5821  -0.0524
O  20.0994  1.9867  6.3439
O  19.1436  9.1355  -2.8294
O  19.7136  11.2499  -0.4597
O  24.0588  5.6182  -4.2955
O  19.9465  -0.6586  5.7364
O  19.8378  5.7942  3.9051
O  18.4040  6.1816  -0.8930
O  18.5467  3.4107  -1.0410
O  18.0646  -1.3808  -3.1159
C  18.2669  8.0884  -2.5107
C  16.7443  -1.1259  -2.8185
C  16.7348  -0.7813  -1.3603
C  19.8108  3.5709  -0.5677
C  23.1369  6.8340  0.7879
C  19.8218  0.2346  4.6490
C  20.3066  9.1804  0.4572
C  19.7055  4.0096  0.9970
C  15.1666  3.0756  1.0339
C  18.8464  6.7279  -2.1293
C  21.7649  6.1371  -4.1545
C  19.2251  5.1291  6.0885
C  19.0079  6.1424  4.9526
C  23.5860  5.3844  1.2677
C  20.2989  1.6062  4.9749
C  23.2115  6.6792  -4.4329
C  20.2977  10.6734  0.7026
C  15.6480  4.4361  1.3975
H  18.4517  5.9230  -2.7494
H  19.2458  7.1721  5.2195
H  16.4557  -0.3054  -3.4754
H  18.7530  0.1703  4.4450
H  21.3267  1.4261  4.6599
H  24.6323  5.8723  2.8313
H  20.7065  3.8250  1.3867
H  15.8339  4.4854  2.4704
H  18.0032  7.8037  -3.5293
H  19.7010  10.9918  1.5574
H  21.2796  11.1466  0.7007
H  17.3337  8.4006  -2.0419
H  21.2437  5.5313  -4.8957
H  20.3894  4.2522  -1.1915
H  18.6147  3.5818  2.5884
H  15.3693  -0.4826  -0.0665
H  16.1080  -1.9815  -3.0449
H  23.4925  7.3806  -3.6473
H  20.9185  8.7525  1.2513
H  24.9759  5.9002  -4.2638
H  20.3008  2.9103  6.5112
H  22.1982  5.9074  -0.6932
H  18.9419  4.1463  5.7118
H  16.5268  4.7869  0.8563
H  20.6707  8.8790  -0.5250
H  19.9252  6.7406  -1.9738
H  18.9504  7.6437  0.2841
H  17.0194  -1.6185  -0.7230
H  22.8312  4.6560  0.9713
H  19.8827  2.4329  4.3991
H  17.9539  6.1245  4.6755
H  14.7118  6.0934  0.7247
H  18.1672  -1.3598  -4.0702
H  20.3643  2.6426  -0.7088
H  16.0344  2.5054  0.7025
H  21.1314  7.0056  -3.9742
H  18.5641  5.2358  -0.9314
H  18.0660  2.8566  -0.4217
H  19.5719  9.2858  -1.9835
H  17.3426  0.0819  -1.0891
H  23.4865  7.2066  -5.3463
H  19.8224  6.5197  3.2766
H  22.6792  7.3844  1.6099
H  19.8507  12.1972  -0.3867
H  19.5765  5.0917  0.9725
H  20.8351  -0.6358  6.0990
H  18.6548  5.4209  6.9704
H  24.5149  5.1769  0.7364
H  20.4535  -0.0875  3.8211
H  22.3716  4.6342  -3.0493
H  13.8282  3.0879  2.3667
H  21.2112  5.0708  5.8920
H  14.5387  3.1930  0.1507
H  23.9171  7.4468  0.3366

Cartesian forces (eV/Å) of the 2 atoms listed first:
O 0.257 -0.031 -0.427
O 1.111 0.949 -1.734

The HOMO energy (alpha / beta) comes out at -11.577 / -11.576 eV. As for the spin multiplicity: 2. For the total energy, the calculation gives -2071.8829 Ha. Its expectation value of S² is 0.754. Its energy relative to the best compared isomer or geometry (same formula, charge and spin) is 331.27 kJ/mol. Its charge is +1.

Mulliken atomic charge list, values in e, 6 entries:
1. O -0.56
2. O -0.49
3. O -0.52
4. O -0.52
5. O -0.63
6. O -0.50

Question: Which of these has the highest total energy?
Answer: C18H54O18

Question: The highest energy relative to the best compared isomer or geometry (same formula, charge and spin) belongs to which entry?
Answer: C18H54O18

Question: Among the records above, which one has the lowest total energy?
Answer: C34H36BrInN8O4Si